Record 1
C6H7NO7 | ωB97M-V/def2-TZVPD

Output
- orbital gap (spin up / spin down) (hartree) = 0.23929 / 0.23936
- DFT total energy (Ha) = -814.14461
- strongest force on any atom (hartree/bohr) = 0.1063
- HOMO level (spin up / spin down) (Ha) = -0.010 / -0.010
- total charge = -2
- LUMO energy (spin up / spin down) (eV) = 6.23 / 6.23
- energy relative to the best compared isomer or geometry (same formula, charge and spin) (eV) = 2.6168

The geometry in XYZ format:
```
21
C6H7NO7 (ωB97M-V/def2-TZVPD)
C 0.53109 -2.24267 -2.03237
C 1.51205 0.87135 1.92903
C -1.62975 0.87593 0.42133
C -0.01032 -0.76926 -1.43005
C 1.41133 0.51661 0.42506
C 0.45606 -0.51840 -0.04028
N -1.81530 1.82245 -0.68269
O 0.18498 -3.21505 -1.38330
O 2.69650 1.13731 2.21032
O 1.25747 -2.18249 -3.00220
O 0.54432 0.70549 2.67225
O -2.81713 0.88109 -0.33783
O -1.73780 1.45339 1.70984
O 0.09157 -1.55634 0.81389
H 0.16093 0.06897 -2.06457
H -1.09124 -0.86336 -1.52352
H 2.41424 0.15509 0.08283
H 1.31783 1.46347 -0.05228
H -2.08631 2.63775 -0.28537
H -0.98614 1.01333 2.25905
H -0.40440 -2.25467 0.31087
```


Record 2
C6H7NO8S | ωB97M-V/def2-TZVPD

Output
- orbital gap (hartree) = 0.12780
- DFT total energy (Ha) = -1287.49361
- strongest force on any atom (hartree/bohr) = 0.0484
- HOMO level (Ha) = 0.011
- total charge = -2
- LUMO energy (eV) = 3.76
- energy relative to the best compared isomer or geometry (same formula, charge and spin) (eV) = 0.0000

The geometry in XYZ format:
```
23
C6H7NO8S (ωB97M-V/def2-TZVPD)
C 1.09978 -2.19832 -0.19931
C 0.10651 -1.49611 -0.85423
C -0.62185 -0.37825 -0.21550
C -0.29759 1.08154 -0.61315
C -1.28132 1.73187 0.33677
O -1.20312 2.62875 1.10637
O -2.46527 0.96614 0.18830
C -2.12116 -0.27590 -0.39997
O -2.80301 -1.35980 0.21705
N -4.10074 -1.45145 -0.36941
O -4.94054 -1.32226 0.42686
H 2.04012 -1.69274 0.04426
H 0.97305 -3.22732 0.13935
H -0.12229 -1.75918 -1.89158
H -0.49660 -0.34158 0.86895
H 0.75456 1.35688 -0.53285
H -0.74045 1.32122 -1.58946
H -2.45281 -0.24641 -1.44441
O 5.09387 0.84070 0.58194
S 3.74419 1.33994 0.96498
O 3.48450 1.06306 2.40402
O 2.71118 0.61959 0.13822
O 3.63900 2.79962 0.69277
```


Record 3
C6H7O2 | ωB97M-V/def2-TZVPD

Output
- orbital gap (hartree) = 0.25277
- DFT total energy (Ha) = -383.23572
- strongest force on any atom (hartree/bohr) = 0.0903
- HOMO level (Ha) = -0.108
- total charge = -1
- LUMO energy (eV) = 3.93
- energy relative to the best compared isomer or geometry (same formula, charge and spin) (eV) = 2.1638

The geometry in XYZ format:
```
15
C6H7O2 (ωB97M-V/def2-TZVPD)
C -1.25023 0.24531 2.30652
C -1.36676 1.08362 0.57783
C -0.19921 -0.38972 1.68497
C -0.14635 0.23937 0.25040
C -0.44970 -0.86547 -0.79614
C 1.12370 0.95368 0.04703
O -2.20004 1.76915 0.01566
O 0.49971 -1.36342 1.97843
H -1.53161 0.59417 3.39774
H 0.37541 -1.00392 -1.46990
H -1.29333 -0.64087 -1.30142
H -0.60326 -1.77107 -0.24204
H 1.12881 1.94472 -0.51425
H 1.83660 0.38195 -0.45534
H 1.46444 1.11757 1.01390
```


Record 4
C6H7O2S2 | ωB97M-V/def2-TZVPD

Output
- orbital gap (hartree) = 0.20123
- DFT total energy (Ha) = -1179.59181
- strongest force on any atom (hartree/bohr) = 0.0394
- HOMO level (Ha) = -0.090
- total charge = -1
- LUMO energy (eV) = 3.03
- energy relative to the best compared isomer or geometry (same formula, charge and spin) (eV) = 2.5991

The geometry in XYZ format:
```
17
C6H7O2S2 (ωB97M-V/def2-TZVPD)
C 1.07945 1.46277 0.41707
C 2.28149 1.66540 -0.16414
C 1.45421 -0.62931 -0.47341
C 0.58940 0.13451 0.25158
C -1.18689 -1.65939 0.78814
C -0.79935 -0.22249 0.55159
O -3.01461 -0.07715 -0.92817
O -1.60455 0.75812 1.12860
S 2.85627 0.24380 -0.95333
S -1.81952 0.69359 -0.65665
H 0.51886 2.21248 0.94611
H 2.87567 2.55830 -0.19413
H 1.32794 -1.63254 -0.83111
H -1.94702 -1.93811 0.05086
H -1.62335 -1.76449 1.78228
H -0.32709 -2.32330 0.69649
H -0.66090 0.51781 -2.41177
```


Record 5
C6H7OP | ωB97M-V/def2-TZVPD

Output
- orbital gap (hartree) = 0.33193
- DFT total energy (Ha) = -649.28544
- strongest force on any atom (hartree/bohr) = 0.1118
- HOMO level (Ha) = -0.333
- total charge = 0
- LUMO energy (eV) = -0.03
- energy relative to the best compared isomer or geometry (same formula, charge and spin) (eV) = 3.0449

The geometry in XYZ format:
```
15
C6H7OP (ωB97M-V/def2-TZVPD)
C -1.92561 0.44433 0.03696
C -1.45511 -0.81369 -0.21164
C -1.12904 1.67198 -0.02555
C -0.07518 -1.12520 -0.12313
C 0.19407 1.74395 -0.03132
C 0.86208 -0.19504 0.09014
O 3.13138 1.07246 -0.17478
P 2.62137 -0.24857 0.04681
H -3.01912 0.73312 0.06386
H -2.20090 -1.70968 -0.33575
H -1.82457 2.45040 -0.10492
H 0.11943 -2.23452 -0.14951
H 0.98004 2.43018 -0.24492
H 2.85846 -1.30544 -0.95717
H 3.02928 -1.02222 1.10571
```


Record 6
C6H7P | ωB97M-V/def2-TZVPD

Output
- orbital gap (hartree) = 0.33565
- DFT total energy (Ha) = -574.06244
- strongest force on any atom (hartree/bohr) = 0.0871
- HOMO level (Ha) = -0.316
- total charge = 0
- LUMO energy (eV) = 0.52
- energy relative to the best compared isomer or geometry (same formula, charge and spin) (eV) = 2.6812
- SMILES = C=CP1=CC=CC=1

The geometry in XYZ format:
```
14
C6H7P (ωB97M-V/def2-TZVPD)
C -0.29777 -1.27085 1.45102
C 0.90037 -1.35908 0.63999
C -1.37447 -0.73642 0.88378
C -0.07054 2.22783 -1.39056
C -0.07459 1.13399 -0.60819
C 0.71840 -1.03210 -0.65107
P -1.01165 -0.32758 -0.87089
H -0.19643 -1.63205 2.57362
H 1.76392 -1.76098 0.99668
H -2.13387 -0.41020 1.42186
H 0.54381 3.09200 -0.98006
H -0.55543 2.24112 -2.40422
H 0.43399 1.20236 0.42168
H 1.35426 -1.36803 -1.48363
```


Record 7
C6H8 | ωB97M-V/def2-TZVPD

Output
- orbital gap (hartree) = 0.37400
- DFT total energy (Ha) = -233.31828
- strongest force on any atom (hartree/bohr) = 0.0439
- HOMO level (Ha) = -0.333
- total charge = 0
- LUMO energy (eV) = 1.11
- energy relative to the best compared isomer or geometry (same formula, charge and spin) (eV) = 1.8700
- SMILES = CC#CC1CC1

The geometry in XYZ format:
```
14
C6H8 (ωB97M-V/def2-TZVPD)
C 2.99014 0.03567 0.09061
C 1.54054 -0.10385 -0.13362
C 0.38430 -0.31810 -0.38957
C -1.08188 -0.30628 -0.65080
C -1.99723 -0.61144 0.48458
C -1.85975 0.81758 -0.01867
H 3.55127 -0.50880 -0.65109
H 3.26355 1.11554 0.06875
H 3.18275 -0.34199 1.15994
H -1.46789 -0.63078 -1.66780
H -2.88963 -1.18253 0.19035
H -1.59074 -0.75344 1.44896
H -1.29560 1.52896 0.61332
H -2.72984 1.25945 -0.54497
```


Record 8
C6H8 | ωB97M-V/def2-TZVPD

Output
- orbital gap (hartree) = 0.35186
- DFT total energy (Ha) = -233.36443
- strongest force on any atom (hartree/bohr) = 0.0473
- HOMO level (Ha) = -0.313
- total charge = 0
- LUMO energy (eV) = 1.06
- energy relative to the best compared isomer or geometry (same formula, charge and spin) (eV) = 0.6143
- SMILES = C=C1C=CCC1

The geometry in XYZ format:
```
14
C6H8 (ωB97M-V/def2-TZVPD)
C 2.20153 0.07494 0.08809
C 0.86817 0.07516 -0.05334
C -0.11555 -1.11704 -0.21523
C -1.49113 -0.49545 0.18808
C -1.26307 1.03234 -0.08021
C 0.03627 1.31046 -0.11017
H 2.72600 1.03390 0.22183
H 2.77731 -0.86265 0.13190
H 0.25181 -1.99789 0.40623
H -0.15824 -1.43381 -1.35828
H -1.72690 -0.70096 1.31025
H -2.44699 -0.90283 -0.38132
H -2.12094 1.67946 -0.05765
H 0.46172 2.30437 -0.09019
```


Record 9
C6H8 | ωB97M-V/def2-TZVPD

Output
- orbital gap (hartree) = 0.33913
- DFT total energy (Ha) = -233.29263
- strongest force on any atom (hartree/bohr) = 0.0490
- HOMO level (Ha) = -0.292
- total charge = 0
- LUMO energy (eV) = 1.29
- energy relative to the best compared isomer or geometry (same formula, charge and spin) (eV) = 2.5679
- SMILES = C1[C@H]2[C@@H]1[C@H]1C[C@@H]21

The geometry in XYZ format:
```
14
C6H8 (ωB97M-V/def2-TZVPD)
C -2.95202 -0.02801 0.77006
C -2.87724 -0.75401 -0.51968
C -2.26220 0.71319 -0.44014
C -0.90081 0.13576 -0.85296
C -0.38233 -0.95422 0.05318
C -1.47614 -1.27236 -0.91407
H -2.35110 -0.30886 1.63680
H -3.94208 0.36362 1.01098
H -3.77346 -1.05615 -1.06239
H -2.72356 1.55380 -0.96107
H -0.26359 0.59850 -1.60779
H 0.59958 -1.33090 -0.23967
H -0.54188 -0.93368 1.13257
H -1.33286 -1.97286 -1.73703
```


Record 10
C6H8 | ωB97M-V/def2-TZVPD

Output
- orbital gap (hartree) = 0.35567
- DFT total energy (Ha) = -233.28885
- strongest force on any atom (hartree/bohr) = 0.0719
- HOMO level (Ha) = -0.316
- total charge = 0
- LUMO energy (eV) = 1.08
- energy relative to the best compared isomer or geometry (same formula, charge and spin) (eV) = 2.6709
- SMILES = CC#CC1CC1

The geometry in XYZ format:
```
14
C6H8 (ωB97M-V/def2-TZVPD)
C 2.88795 0.56167 -0.61951
C 1.53796 0.28155 -0.26804
C 0.41433 -0.04794 -0.00839
C -0.79260 -0.46164 0.62974
C -2.04667 0.36027 0.46210
C -1.93229 -0.96522 -0.21071
H 2.82836 1.20332 0.41243
H 3.09827 1.36587 -1.32171
H 3.61839 -0.27335 -0.75222
H -0.66806 -0.94984 1.59473
H -2.69600 0.45801 1.32665
H -1.97573 1.25494 -0.14810
H -2.49796 -1.80056 0.18727
H -1.77593 -0.98709 -1.28422
```


Record 11
C6H8 | ωB97M-V/def2-TZVPD

Output
- orbital gap (hartree) = 0.39827
- DFT total energy (Ha) = -233.28181
- strongest force on any atom (hartree/bohr) = 0.1401
- HOMO level (Ha) = -0.356
- total charge = 0
- LUMO energy (eV) = 1.14
- energy relative to the best compared isomer or geometry (same formula, charge and spin) (eV) = 2.8626
- SMILES = C#C[C@H](C)C=C

The geometry in XYZ format:
```
14
C6H8 (ωB97M-V/def2-TZVPD)
C -0.57497 -2.32728 1.53064
C -0.27558 -1.23713 1.17218
C 0.91743 -0.53929 -1.58477
C 1.09158 0.09728 -0.43193
C -1.29799 0.82377 0.08695
C 0.01041 0.06756 0.61388
H -0.75485 -3.32152 2.04532
H 1.73481 -0.70585 -2.20710
H 0.19943 -1.29151 -1.82763
H 1.82508 0.81461 -0.34671
H -2.07710 0.07940 -0.31230
H -1.92356 1.18362 1.02326
H -1.18492 1.51552 -0.62319
H 0.41891 0.64545 1.50756
```


Record 12
C6H8 | ωB97M-V/def2-TZVPD

Output
- orbital gap (hartree) = 0.32132
- DFT total energy (Ha) = -233.25861
- strongest force on any atom (hartree/bohr) = 0.0089
- HOMO level (Ha) = -0.307
- total charge = 0
- LUMO energy (eV) = 0.38
- energy relative to the best compared isomer or geometry (same formula, charge and spin) (eV) = 3.4937

The geometry in XYZ format:
```
14
C6H8 (ωB97M-V/def2-TZVPD)
C -0.64616 -0.31660 -1.00378
C -0.19315 0.87117 -0.14258
C -0.63827 0.03134 1.07724
C -0.10897 -1.16492 0.19286
C 1.34336 -0.86709 0.31388
C 1.31411 0.58952 -0.10266
H -0.17089 -0.45047 -1.98212
H -1.73333 -0.40229 -1.09162
H -0.54774 1.88948 -0.31487
H -1.72287 -0.04860 1.20090
H -0.16159 0.21438 2.04626
H -0.44512 -2.18803 0.36779
H 1.78635 0.60644 -1.09924
H 1.92428 1.23567 0.53793
```


Record 13
C6H8 | ωB97M-V/def2-TZVPD

Output
- orbital gap (hartree) = 0.35196
- DFT total energy (Ha) = -233.24340
- strongest force on any atom (hartree/bohr) = 0.0607
- HOMO level (Ha) = -0.308
- total charge = 0
- LUMO energy (eV) = 1.19
- energy relative to the best compared isomer or geometry (same formula, charge and spin) (eV) = 3.9076
- SMILES = C1[C@H]2C[C@H]3[C@@H]1[C@@H]23

The geometry in XYZ format:
```
14
C6H8 (ωB97M-V/def2-TZVPD)
C -1.11862 -0.27177 0.68361
C -0.42475 1.04544 0.34258
C 1.03192 0.73286 -0.06041
C 1.30019 -0.70419 0.20515
C -0.35069 -0.83643 -0.47543
C -0.07085 0.56019 -1.04224
H -2.18431 -0.24609 0.46572
H -0.92015 -0.76213 1.64356
H -0.74765 2.03310 0.63628
H 1.73216 1.56557 -0.05779
H 1.15990 -1.48328 -0.52368
H 1.44786 -0.97900 1.25677
H -0.73280 -1.66855 -1.09920
H -0.15541 0.98309 -2.03240
```


Record 14
C6H8 | ωB97M-V/def2-TZVPD

Output
- orbital gap (hartree) = 0.37606
- DFT total energy (Ha) = -233.34503
- strongest force on any atom (hartree/bohr) = 0.0346
- HOMO level (Ha) = -0.331
- total charge = 0
- LUMO energy (eV) = 1.23
- energy relative to the best compared isomer or geometry (same formula, charge and spin) (eV) = 1.1421
- SMILES = C1=C[C@H]2C[C@H]2C1

The geometry in XYZ format:
```
14
C6H8 (ωB97M-V/def2-TZVPD)
C 0.54976 -1.08038 -1.11828
C -0.69215 -0.42133 -0.58605
C -1.00634 -0.18182 0.88840
C 0.09242 0.77155 1.34135
C 1.01438 0.93242 0.39471
C 0.50123 0.42478 -0.90231
H 1.15118 -1.64333 -0.40302
H 0.50462 -1.57370 -2.09038
H -1.49725 -0.37692 -1.31603
H -0.95193 -1.08264 1.50800
H -2.02241 0.22151 0.97463
H 0.13861 1.23023 2.32070
H 1.96175 1.46036 0.45393
H 0.25612 1.31926 -1.46565
```


Record 15
C6H8AgNaO6 | ωB97M-V/def2-TZVPD

Output
- orbital gap (hartree) = 0.14374
- DFT total energy (Ha) = -994.05039
- strongest force on any atom (hartree/bohr) = 0.0344
- HOMO level (Ha) = -0.223
- total charge = 0
- LUMO energy (eV) = -2.16
- energy relative to the best compared isomer or geometry (same formula, charge and spin) (eV) = 1.5479

The geometry in XYZ format:
```
22
C6H8AgNaO6 (ωB97M-V/def2-TZVPD)
O 0.46411 -0.39480 1.41157
O -1.78390 -2.48985 -0.48394
C -0.71168 0.32926 1.65913
C -1.98025 -0.30636 1.11429
O -2.05278 -0.28221 -0.31550
C -2.02588 -1.44140 -1.10744
H -0.60348 1.34696 1.23941
H -0.89409 0.47936 2.74128
H -2.84208 0.27074 1.48343
H -2.07886 -1.33825 1.48020
O 1.44872 -0.64852 -1.09465
C 0.92646 0.21315 -2.11809
C 0.72627 1.52791 -1.37257
O 1.61193 1.39893 -0.24812
C 1.84597 0.09556 -0.01398
H 1.67384 0.28649 -2.91778
H -0.01080 -0.22164 -2.48386
H -0.30195 1.62486 -1.00104
H 1.02691 2.41011 -1.94465
O 2.81945 -0.30171 0.65117
Ag 2.43763 -0.17304 3.03190
Na 0.30448 -2.38555 0.28925
```